93
Properties=species:S:1:pos:R:3:lowdin_spin:R:1 method="wB97M-V/def2-TZVPD" multiplicity=6 charge=-2 lumo_energy_ev="4.023 / 4.022" e_above_lowest_kcal_mol=35.8 e_tot_ev=-169295.4861 orbital_gap_ev="3.6 / 6.6"
Fe -0.883 1.053 -0.545 3.684
O -4.479 5.928 -1.627 0.001
C -3.725 4.837 -1.299 0.003
C -4.285 3.567 -1.225 0.000
C -3.454 2.515 -0.899 0.008
N -2.167 2.716 -0.672 0.036
C -1.625 3.926 -0.706 0.006
C -2.378 5.037 -1.025 0.000
C -0.143 3.933 -0.303 0.005
O 0.443 5.011 -0.273 0.007
O 0.287 2.772 -0.001 0.044
C -3.894 1.054 -0.718 0.005
O -5.093 0.815 -0.853 0.008
O -2.938 0.282 -0.406 0.037
H -5.381 5.628 -1.784 0.000
H -5.337 3.373 -1.404 0.000
H -1.922 6.017 -1.050 0.000
C -1.707 2.205 -4.145 0.001
C -0.255 2.485 -3.875 0.003
C 0.349 3.600 -4.450 0.000
C 1.684 3.893 -4.224 0.004
C 2.426 3.060 -3.403 0.000
C 1.850 1.944 -2.807 0.003
C 2.652 1.097 -1.866 0.000
C 0.505 1.646 -3.043 0.004
N -0.107 0.568 -2.346 0.046
C -0.595 -0.451 -3.089 0.010
O -0.492 -0.559 -4.314 0.016
C -1.279 -1.555 -2.294 0.025
C -2.198 -2.332 -2.956 0.131
C -2.875 -3.367 -2.238 0.094
C -2.595 -3.536 -0.915 0.038
C -1.635 -2.705 -0.290 0.175
N -0.959 -1.728 -0.998 0.225
C -1.422 -2.773 1.122 0.120
O -2.046 -3.538 1.883 0.135
N -0.455 -1.884 1.669 0.031
C -0.572 -1.657 3.071 0.003
C -1.185 -0.491 3.545 0.002
C -1.690 0.555 2.592 0.006
C -1.347 -0.317 4.918 0.000
C -0.922 -1.279 5.816 0.001
C -0.325 -2.437 5.338 0.000
C -0.147 -2.639 3.975 0.001
C 0.511 -3.890 3.474 0.001
H -2.181 3.069 -4.615 0.000
H -1.807 1.335 -4.795 0.000
H -2.246 1.973 -3.226 0.000
H -0.251 4.256 -5.074 0.000
H 2.134 4.777 -4.662 0.000
H 3.468 3.284 -3.199 0.000
H 3.723 1.277 -1.991 0.000
H 2.380 1.340 -0.839 0.000
H 2.452 0.036 -2.015 0.000
H -2.382 -2.134 -4.002 0.008
H -3.624 -3.978 -2.729 0.006
H -3.100 -4.270 -0.301 0.001
H -2.300 0.113 1.802 0.000
H -2.284 1.300 3.125 0.000
H -0.859 1.090 2.121 0.004
H -1.824 0.591 5.274 0.000
H -1.059 -1.133 6.882 0.000
H 0.014 -3.202 6.029 0.000
H 0.972 -4.443 4.296 0.000
H -0.224 -4.519 2.969 0.000
H 1.284 -3.640 2.746 0.000
C 3.003 -1.431 3.599 0.003
Si 2.298 -0.208 2.328 0.006
C 3.835 0.618 1.576 0.000
C 1.631 1.238 3.345 0.000
As 0.724 -0.858 0.578 0.021
Si 2.019 -2.576 -0.508 0.012
C 1.748 -2.651 -2.365 0.001
C 1.550 -4.277 0.153 0.005
C 3.888 -2.380 -0.276 0.005
H 3.767 -0.894 4.176 0.000
H 3.477 -2.304 3.140 0.000
H 2.236 -1.783 4.292 0.000
H 4.460 0.908 2.431 0.000
H 3.568 1.531 1.041 0.000
H 4.440 -0.001 0.913 0.000
H 2.472 1.678 3.896 0.000
H 0.869 0.939 4.068 0.000
H 1.215 2.014 2.695 0.000
H 0.802 -3.144 -2.597 0.000
H 2.562 -3.247 -2.797 0.000
H 1.738 -1.685 -2.872 0.000
H 0.478 -4.369 0.343 0.003
H 2.097 -4.541 1.061 0.000
H 1.820 -5.002 -0.625 0.001
H 4.244 -1.411 -0.630 0.000
H 4.369 -3.154 -0.887 0.001
H 4.209 -2.514 0.761 0.000


27
Properties=species:S:1:pos:R:3:lowdin_charge:R:1 method="wB97M-V/def2-TZVPD" multiplicity=1 charge=+1 lumo_energy_ev=-4.197 e_above_lowest_kcal_mol=0.0 e_tot_ev=-29090.1926 orbital_gap_ev=6.9
O 0.014 2.149 -4.458 0.086
C -0.129 1.683 -3.435 -0.082
Sn -0.419 0.453 -0.759 0.844
C -0.187 1.195 1.501 -0.135
O 0.165 1.312 2.586 0.134
C -0.284 -1.841 -0.147 -0.164
O 0.113 -2.838 -0.563 0.149
C 2.240 0.083 -0.190 -0.033
O 3.341 -0.127 0.045 0.116
C -2.834 0.085 -0.531 -0.056
O -3.902 -0.284 -0.328 0.156
H 0.268 -0.438 -2.108 -0.111
C 1.159 -3.073 4.561 -0.032
N 0.777 -2.407 3.321 -0.128
C -0.650 -2.256 3.077 -0.021
C 1.664 -1.854 2.466 -0.405
C 3.126 -2.005 2.741 0.034
O 1.235 -1.228 1.445 -0.209
H 0.230 -3.396 5.043 0.095
H 1.706 -2.400 5.245 0.109
H 1.789 -3.958 4.372 0.105
H -1.080 -1.579 3.833 0.110
H -0.839 -1.878 2.063 0.046
H -1.110 -3.248 3.203 0.108
H 3.620 -2.455 1.879 0.104
H 3.573 -1.028 2.924 0.105
H 3.331 -2.633 3.611 0.074